DFT (ωB97M-V/def2-TZVPD) results for C13H16Cl2N2Sc as an isolated structure at a distorted geometry.

Element x y z (Å)
Sc1 0.82031 1.76448 0.79868
Cl1 -0.99667 2.95824 0.01160
Cl2 2.74693 2.92185 1.21116
C1 1.22617 -0.04913 -0.51087
H1 0.81504 -1.04202 -0.21827
H2 2.16144 -0.22621 -1.08174
C2 -1.06146 -1.29286 -2.39559
C3 0.18506 -1.71619 -2.74449
H3 -1.71660 -1.93134 -1.79728
C4 1.11374 -0.92634 -3.61565
H4 0.57110 -2.66846 -2.36952
C5 0.76933 0.57501 -3.57912
H5 2.15715 -1.09672 -3.32209
H6 1.01099 -1.26650 -4.65985
C6 -0.73016 0.78879 -3.76204
H7 1.08719 0.95421 -2.59750
H8 1.32185 1.10626 -4.36396
C7 -1.55015 0.09674 -2.65902
H9 -0.95981 1.85777 -3.79312
H10 -1.02587 0.36458 -4.72917
H11 -1.50925 0.70648 -1.73927
H12 -2.60508 0.07148 -2.95841
N1 -1.20534 -1.79409 7.16336
C8 -0.90188 -1.24409 6.17239
C9 -0.52940 -0.56082 4.94848
C10 0.69271 -0.82913 4.32651
C11 1.01878 -0.15127 3.15693
N2 0.18795 0.78038 2.62712
C12 -1.01554 1.01970 3.20083
C13 -1.39883 0.37488 4.37252
H13 1.39124 -1.55182 4.74886
H14 1.95324 -0.34466 2.62296
H15 -1.66237 1.75035 2.70595
H16 -2.36183 0.60043 4.82961

As for the orbital gap (spin up / spin down): 7.8114 / 5.2839 eV. Its net charge is -1. The total energy is -62469.2951 eV. The value obtained for the lowest unoccupied orbital energy (spin up / spin down) is 2.94 / 2.75 eV.

Atom charges from the Mulliken analysis, given in e for atoms 1 to 2: Sc 0.560; Cl -0.559